# 1
This record from OMol25 describes C42H55CdN10 as an isolated structure. The level of theory is ωB97M-V/def2-TZVPD.

```
! wB97M-V def2-TZVPD RIJCOSX def2/J DEFGRID3
* xyz 1 1
Cd -1.56252 -1.29913 -0.34480
N -0.66497 -3.50122 -0.65418
C -1.31611 -4.35525 -1.65046
C -1.65804 -3.51876 -2.87589
N -2.51514 -2.39142 -2.52205
C -3.94214 -2.69816 -2.36961
C -4.41050 -2.63349 -0.92214
N -4.03324 -1.34282 -0.35383
H -0.55251 -3.96418 0.23949
H 0.26730 -3.22984 -0.95117
H -0.69630 -5.20366 -1.95152
H -2.22938 -4.76156 -1.21094
H -0.73121 -3.11591 -3.29334
H -2.11128 -4.15909 -3.64127
H -2.39005 -1.63405 -3.17735
H -4.52397 -1.97716 -2.94937
H -4.16912 -3.68485 -2.78598
H -5.48709 -2.82913 -0.89101
H -3.92157 -3.40765 -0.32561
H -4.47199 -0.57116 -0.84519
H -4.28564 -1.27274 0.62493
C 2.11030 4.53671 -0.80729
C 1.11704 3.51419 -0.32609
C 1.25059 2.90019 0.91587
C 0.36050 1.92497 1.33380
C -0.72102 1.52324 0.54974
N -1.54505 0.46690 0.96900
C -2.57431 0.77097 1.81612
C -3.14767 2.05879 1.90743
C -4.22883 2.33399 2.71711
C -4.83607 1.34775 3.49825
C -6.05295 1.63985 4.33295
C -4.26446 0.08887 3.45887
C -3.15034 -0.19304 2.67058
N -2.55533 -1.48918 2.86402
C -2.29743 -2.04248 4.06660
C -1.97255 -3.36552 3.85951
C -2.06248 -3.52343 2.47001
N -2.41053 -2.38930 1.87218
C -0.87625 2.18964 -0.67336
C 0.03256 3.14309 -1.11159
N -2.04392 1.98169 -1.47855
C -2.91547 2.94947 -1.83699
C -3.86208 2.37165 -2.64816
C -3.47060 1.02752 -2.72126
N -2.37248 0.79450 -2.01164
H 2.62357 5.00807 0.03015
H 2.86986 4.07637 -1.44326
H 1.62408 5.31916 -1.38979
H 2.07206 3.18435 1.56350
H 0.48934 1.43548 2.29288
H -2.71396 2.85395 1.31377
H -4.62426 3.34363 2.73740
H -5.97568 2.61562 4.81308
H -6.96049 1.64633 3.72532
H -6.18504 0.89133 5.11402
H -4.67628 -0.70816 4.06910
H -2.37256 -1.45698 4.96689
H -1.71280 -4.10249 4.59850
H -1.89817 -4.41700 1.88711
H -0.12705 3.61125 -2.07701
H -2.79607 3.95829 -1.47997
H -4.70838 2.84531 -3.11258
H -3.94378 0.22714 -3.27009
C 5.49327 -0.42981 2.62797
C 4.17747 0.07712 3.23439
C 4.13316 1.60994 3.15499
C 4.12202 -0.33846 4.70372
C 3.01024 -0.49157 2.43657
C 2.00072 -1.26332 2.99919
C 0.97062 -1.72571 2.19644
N 0.88621 -1.49012 0.89184
C 1.84318 -0.74234 0.33818
C 2.90155 -0.23071 1.07416
C 1.69694 -0.44295 -1.11809
C 2.77189 0.00811 -1.86858
C 2.63308 0.30931 -3.22044
C 1.36811 0.12660 -3.76429
C 0.34554 -0.33422 -2.95481
N 0.48525 -0.62453 -1.66454
C 3.82817 0.81015 -4.02044
C 4.30711 2.13593 -3.41191
C 3.47498 1.04532 -5.48857
C 4.95502 -0.22982 -3.94571
H 6.33847 -0.03356 3.19282
H 5.60875 -0.11383 1.59023
H 5.54338 -1.51956 2.65877
H 4.95765 2.03481 3.72971
H 3.19792 1.99487 3.56554
H 4.22614 1.96323 2.12641
H 4.97888 0.08303 5.23009
H 4.16371 -1.42301 4.81904
H 3.21949 0.02984 5.19480
H 1.99372 -1.50993 4.05073
H 0.17328 -2.31786 2.63107
H 3.63071 0.40723 0.59608
H 3.73860 0.11329 -1.39871
H 1.15876 0.33745 -4.80248
H -0.65044 -0.44538 -3.36266
H 3.52144 2.89197 -3.46515
H 5.17268 2.50535 -3.96387
H 4.60009 2.02040 -2.36708
H 2.69796 1.80354 -5.60184
H 3.14100 0.12767 -5.97632
H 4.35915 1.39815 -6.02001
H 5.28445 -0.40206 -2.92045
H 5.81619 0.11905 -4.51729
H 4.63338 -1.18502 -4.36431
*
```

Its LUMO energy is -0.076 Ha. The value obtained for the HOMO-LUMO gap is 6.95 eV.

Löwdin population analysis, charges in e, atoms 1 to 5: Cd 1.41; N -0.05; C -0.24; C -0.22; N -0.12

---

# 2
This record from OMol25 describes one molecule with the formula C23H23N3O2S2 at a distorted geometry. The level of theory is ωB97M-V/def2-TZVPD.

```
! wB97M-V def2-TZVPD RIJCOSX def2/J DEFGRID3
* xyz 0 1
O -2.27242 -5.48114 0.52496
C -1.87330 -4.34712 0.61393
N -0.52287 -4.08770 0.52576
C 0.14813 -2.90169 0.64461
N -0.23269 -1.80356 1.20912
C 0.82486 -0.93214 1.06594
C 1.82486 -1.57887 0.37383
C 3.11099 -1.18858 -0.17406
C 4.13658 -2.12835 -0.27242
C 5.35720 -1.77386 -0.81434
C 5.56818 -0.48370 -1.27178
C 4.54666 0.45007 -1.19551
C 3.32344 0.10382 -0.65580
H 2.52240 0.82651 -0.61367
H 4.70275 1.45267 -1.56524
H 6.52321 -0.20760 -1.69291
H 6.14747 -2.50704 -0.87964
H 3.96938 -3.13309 0.08582
O 1.38629 -2.85772 0.12767
C 0.77182 0.38374 1.68262
C -0.46934 0.93887 1.98884
C -0.55432 2.18036 2.58956
C 0.59832 2.88123 2.90241
C 1.83712 2.32152 2.63174
C 1.92869 1.08008 2.03178
H 2.89731 0.63937 1.85071
H 2.73926 2.85280 2.89778
H 0.53384 3.85281 3.36948
H -1.52346 2.59793 2.81932
H -1.35978 0.37592 1.76339
H 0.05267 -4.88320 0.27390
C -2.76507 -3.15073 0.79064
H -3.80135 -3.47170 0.89367
H -2.45587 -2.53882 1.64070
S -2.60590 -2.09944 -0.68640
C -3.16892 -0.53764 -0.03728
N -2.93757 0.50551 -0.83502
C -2.23894 0.36090 -2.09727
H -1.17136 0.18381 -1.91087
C -2.42595 1.60554 -2.95413
C -1.83671 2.84017 -2.26659
C -2.03831 2.75757 -0.74787
H -2.20659 3.74889 -0.32806
C -3.22120 1.86032 -0.40437
H -3.39280 1.84283 0.67358
H -4.13510 2.22174 -0.88823
H -1.14860 2.34474 -0.26863
H -0.77116 2.91526 -2.48714
H -2.31791 3.73359 -2.66624
H -3.49205 1.74838 -3.13573
H -1.94710 1.44530 -3.92022
H -2.63648 -0.51453 -2.62112
S -3.92830 -0.44398 1.41879
*
```

Its LUMO energy is 0.010 Ha. Its SMILES is O=C(CSC(=S)N1CCCCC1)Nc1nc(-c2ccccc2)c(-c2ccccc2)o1. The value obtained for the HOMO-LUMO gap is 8.18 eV.

natural (NBO) population analysis, charges in e, atoms 1 to 5: O -0.56; C 0.68; N -0.63; C 0.66; N -0.51

---

# 3
This record from OMol25 describes C25H36N3OP2RuS4 as an isolated structure. The level of theory is ωB97M-V/def2-TZVPD.

```
! wB97M-V def2-TZVPD RIJCOSX def2/J DEFGRID3
* xyz 0 6
Ru -0.33717 -0.05439 -0.28837
C -2.00083 1.50906 1.89441
N -0.78085 1.87896 1.15422
C -0.98926 3.15183 0.46057
C 0.37532 1.96456 2.03588
C 0.34419 2.76974 3.16224
C 1.41912 2.81243 4.03564
C 2.52808 2.01960 3.77807
C 2.57898 1.22503 2.64874
C 1.51508 1.19822 1.73552
N 1.48225 0.38988 0.60793
C 2.64779 -0.06404 -0.00442
C 3.83307 0.67514 -0.06997
C 4.93166 0.21041 -0.77559
C 4.87362 -1.00427 -1.43838
C 3.69702 -1.74288 -1.40213
C 2.58651 -1.28462 -0.70925
N 1.33593 -1.99662 -0.71007
C 1.15683 -2.77823 0.52883
C 1.14780 -2.87004 -1.86189
H -2.28561 2.28215 2.61626
H -1.83810 0.56939 2.41545
H -2.82033 1.38594 1.18419
H -1.31239 3.93961 1.15198
H -1.75887 3.02752 -0.30461
H -0.05788 3.46322 -0.00756
H -0.54055 3.35724 3.37421
H 1.37926 3.43471 4.91925
H 3.35801 2.00507 4.47279
H 3.43638 0.58811 2.48333
H 3.87969 1.63674 0.42277
H 5.83332 0.80844 -0.81094
H 5.73034 -1.37669 -1.98388
H 3.65016 -2.68785 -1.92625
H 1.90216 -3.58196 0.58159
H 0.15427 -3.20470 0.54435
H 1.24948 -2.13182 1.39877
H 1.72570 -3.79928 -1.77942
H 1.44208 -2.36420 -2.77807
H 0.09437 -3.14477 -1.92278
O -4.12151 -2.90056 6.53572
C -3.41673 -2.54416 5.63120
S -3.84694 -2.74027 3.92124
C -2.39372 -2.06251 3.21882
C -1.40826 -1.62670 4.13034
S 0.06923 -0.95533 3.75963
S -1.81680 -1.82852 5.83354
S -2.32920 -2.01500 1.53501
C -2.91988 -2.64457 -1.75929
P -2.41457 -0.90787 -1.53742
C -3.98912 -0.11311 -1.07403
C -2.20170 -0.37786 -3.28815
C -1.60575 1.02439 -3.39684
P -0.00802 1.14474 -2.49339
C 0.41437 2.90424 -2.75841
C 1.15064 0.36568 -3.67170
H -3.72994 -2.70447 -2.48969
H -3.25938 -3.04527 -0.80536
H -2.08072 -3.24392 -2.10976
H -4.78435 -0.40634 -1.76215
H -3.88326 0.97257 -1.08932
H -4.24715 -0.42623 -0.06206
H -3.16150 -0.43778 -3.80908
H -1.53785 -1.11025 -3.75777
H -2.28023 1.76007 -2.94738
H -1.46754 1.31358 -4.44278
H 0.39315 3.15050 -3.82218
H 1.41773 3.09094 -2.37281
H -0.28271 3.55209 -2.23123
H 1.15709 0.89719 -4.62567
H 0.86183 -0.66930 -3.84621
H 2.15613 0.36742 -3.24625
*
```

Its LUMO energy (spin up / spin down) is 0.009 / -0.036 Ha. The value obtained for the HOMO-LUMO gap (spin up / spin down) is 6.66 / 6.27 eV.

Löwdin population analysis, charges in e, atoms 1 to 5: Ru 0.93; C -0.09; N -0.27; C -0.09; C -0.25

---

# 4
This record from OMol25 describes C25H36EuO2P2Si as an isolated structure at a distorted geometry. The level of theory is ωB97M-V/def2-TZVPD.

```
! wB97M-V def2-TZVPD RIJCOSX def2/J DEFGRID3
* xyz 0 8
Eu 1.09435 1.30569 -2.25125
H -0.54155 2.22350 -0.63913
H -0.02394 1.76160 -0.29749
P -1.22156 2.66669 -2.96330
P 3.31159 0.12334 -1.18229
C 3.39108 -1.67435 -1.53808
H 4.38876 -2.10500 -1.38217
H 2.66175 -2.21076 -0.90991
H 3.10571 -1.85089 -2.59037
C 4.52608 0.95872 -2.31369
H 4.46286 2.05075 -2.13540
H 5.53458 0.58850 -2.09882
H 4.23533 0.74950 -3.36182
C 3.77510 0.45511 0.54984
H 3.06235 -0.04807 1.21892
H 4.79223 0.14214 0.79278
H 3.68479 1.53982 0.72066
C -0.40462 3.60048 -4.35033
H -1.15127 4.26184 -4.81681
H 0.42628 4.21576 -3.94537
H -0.00536 2.89107 -5.10240
C -2.57669 1.73251 -3.73342
H -3.10507 1.17457 -2.94354
H -3.26393 2.42123 -4.23817
H -2.15523 1.02009 -4.46456
C -1.90043 3.94519 -1.86177
H -1.06168 4.54418 -1.46268
H -2.59356 4.58544 -2.41366
H -2.41794 3.44089 -1.03108
C -0.32873 -0.88485 -2.51231
O -0.82900 -1.90633 -2.65883
H 1.59634 0.99016 -4.06016
O 0.49599 -0.45222 -0.33642
Si -0.22604 -0.82683 1.06074
C -1.74456 -1.80005 0.49883
C -3.02598 -1.22711 0.52877
C -4.12133 -1.92562 -0.00148
C -3.95996 -3.18597 -0.58095
C -2.66918 -3.74057 -0.63778
C -1.57635 -3.04823 -0.09892
C 0.81409 -1.90714 2.24214
C 0.99291 -1.58664 3.60132
C 1.77236 -2.39037 4.45055
C 2.38636 -3.55206 3.97613
C 2.19627 -3.89150 2.63227
C 1.41727 -3.08850 1.78128
C -0.83085 0.55105 2.20143
C -0.34265 1.86331 2.20812
C -1.04752 2.85328 2.91613
C -2.05093 2.52870 3.84064
C -2.41762 1.19154 3.97076
C -1.82697 0.21721 3.14162
H -3.17596 -0.22038 0.91816
H -5.10665 -1.46445 0.00408
H -4.81035 -3.72563 -0.99612
H -2.51509 -4.69161 -1.13156
H -0.59084 -3.51744 -0.16760
H 0.57458 -0.66794 4.00882
H 1.94256 -2.09152 5.48258
H 3.00478 -4.17036 4.63120
H 2.70265 -4.76898 2.23557
H 1.33483 -3.38268 0.73446
H 0.59248 2.11480 1.66676
H -0.81326 3.90811 2.76863
H -2.52644 3.29525 4.46878
H -3.15346 0.89396 4.70514
H -2.16374 -0.80192 3.25256
*
```

Its LUMO energy (spin up / spin down) is -0.004 / -0.005 Ha. The value obtained for the HOMO-LUMO gap (spin up / spin down) is 6.49 / 7.27 eV.

Löwdin population analysis, charges in e, atoms 1 to 5: Eu 0.83; H 0.01; H 0.01; P 0.65; P 0.68

---

# 5
This record from OMol25 describes a 6-piece molecular cluster, C33H60N5O5 overall. The level of theory is ωB97M-V/def2-TZVPD.

```
! wB97M-V def2-TZVPD RIJCOSX def2/J DEFGRID3
* xyz 1 1
N 11.26096 -1.46126 1.71364
C 9.99017 -2.07781 2.10638
C 9.80041 -3.41836 1.39194
C 9.30148 -3.35265 -0.07129
N 8.85757 -2.02528 -0.49958
N 9.59882 -1.05280 -0.91011
N 8.82508 -0.02226 -1.17950
C 7.56407 -0.37123 -0.92408
C 6.37146 0.51830 -1.08797
C 5.18052 0.14323 -0.19873
C 4.78477 -1.32444 -0.38604
C 3.32869 -1.67490 -0.19293
C 2.48503 -0.91043 0.61412
C 1.16427 -1.29234 0.81920
C 0.67217 -2.44324 0.22218
C 1.50650 -3.21167 -0.58379
C 2.82603 -2.82888 -0.78616
N 7.57885 -1.64762 -0.49637
H 11.86882 -1.34446 2.51263
H 11.13592 -0.54433 1.30772
H 9.15151 -1.39866 1.91373
H 9.96018 -2.26938 3.18079
H 9.12535 -4.06045 1.96228
H 10.77700 -3.90072 1.37467
H 10.06021 -3.67085 -0.78280
H 8.43382 -3.99951 -0.21045
H 6.72525 1.52724 -0.86326
H 6.07391 0.52950 -2.14034
H 4.33773 0.78771 -0.45418
H 5.42889 0.36304 0.84311
H 5.09340 -1.65686 -1.38364
H 5.33019 -1.92029 0.34867
H 2.85182 -0.01111 1.09723
H 0.51622 -0.71001 1.46180
H -0.35578 -2.74239 0.38317
H 1.13991 -4.11076 -1.06629
H 3.47493 -3.43549 -1.40990
H 6.82287 -2.26714 -0.19314
C -2.58197 -0.10380 4.83497
C -1.91313 -1.35688 5.39845
C -1.44898 -2.05281 4.12593
O -1.15722 -1.01568 3.18712
C -1.66726 0.23757 3.66891
H -2.66366 0.70994 5.55314
H -3.58406 -0.33844 4.47117
H -1.05543 -1.08264 6.01648
H -2.57842 -1.97857 5.99545
H -2.23756 -2.69358 3.71637
H -0.55287 -2.65911 4.26990
H -0.82631 0.85989 3.99652
H -2.18921 0.74641 2.85994
C 6.09748 -6.08363 1.84719
C 5.06683 -5.28291 2.64334
C 5.29068 -3.87315 2.12061
O 5.71445 -4.02475 0.75280
C 6.02755 -5.40287 0.48869
H 5.87143 -7.14611 1.78973
H 7.09175 -5.96987 2.28525
H 4.05788 -5.61878 2.39968
H 5.19855 -5.35151 3.72107
H 6.07810 -3.35955 2.68417
H 4.38844 -3.25957 2.13555
H 5.23422 -5.83023 -0.13027
H 6.96436 -5.45408 -0.07013
C -5.91637 0.30544 0.68677
C -5.00644 1.08131 -0.26112
C -4.38110 2.09881 0.68204
O -4.30026 1.46250 1.96240
C -5.07384 0.26037 1.95449
H -6.18288 -0.68577 0.32376
H -6.83837 0.86411 0.85878
H -4.23726 0.42168 -0.67112
H -5.54594 1.54326 -1.08496
H -5.00623 2.99328 0.77128
H -3.37880 2.40706 0.38010
H -4.39381 -0.60081 1.94827
H -5.67048 0.22328 2.86742
C -9.73263 3.28375 -2.33151
C -9.22185 2.78698 -3.68175
C -7.79687 2.38445 -3.33613
O -7.82212 1.94424 -1.97317
C -9.06730 2.30682 -1.37132
H -10.81819 3.28180 -2.24544
H -9.37631 4.30043 -2.14959
H -9.79478 1.91452 -4.00521
H -9.25927 3.54207 -4.46245
H -7.11611 3.23892 -3.42141
H -7.41511 1.57440 -3.95876
H -9.67555 1.40561 -1.23814
H -8.86807 2.73687 -0.38834
C -8.75298 8.07701 -4.95018
C -7.25248 7.80238 -4.86403
C -7.23427 6.34972 -4.40683
O -8.40173 5.74291 -4.96402
C -9.27581 6.74943 -5.48237
H -9.00827 8.91569 -5.59556
H -9.15866 8.27454 -3.95590
H -6.79404 7.89576 -5.85051
H -6.72498 8.46354 -4.17839
H -7.28049 6.27745 -3.31424
H -6.35654 5.80153 -4.75181
H -9.24480 6.71989 -6.57632
H -10.29371 6.52809 -5.15956
*
```

Its LUMO energy is -0.126 Ha. The value obtained for the HOMO-LUMO gap is 6.98 eV.

Löwdin population analysis, charges in e, atoms 1 to 5: N 0.01; C -0.28; C -0.15; C -0.06; N -0.11

---

# 6
This record from OMol25 describes one molecule with the formula C5H10O2. The level of theory is ωB97M-V/def2-TZVPD.

```
! wB97M-V def2-TZVPD RIJCOSX def2/J DEFGRID3
* xyz 0 1
C -1.15673 0.54957 1.82834
O -0.53406 -0.51867 1.13876
C 0.74855 -0.20615 0.65320
C 1.36253 -1.13039 -0.34858
C 0.93592 0.25001 -0.77073
C -0.27687 0.37639 -1.68336
O -1.19507 -0.68144 -1.54475
H -1.37595 1.39652 1.16255
H -0.53133 0.90200 2.65926
H -2.09065 0.15791 2.24264
H 1.39806 0.21762 1.42223
H 2.41860 -1.36431 -0.24852
H 0.73608 -1.93126 -0.73078
H 1.71445 0.99395 -0.93802
H -0.76361 1.34865 -1.51090
H 0.05748 0.35662 -2.72464
H -1.44740 -0.71702 -0.60669
*
```

Its LUMO energy is 0.036 Ha. Its SMILES is CO[C@H]1C[C@H]1CO. The value obtained for the HOMO-LUMO gap is 10.47 eV.

natural (NBO) population analysis, charges in e, atoms 1 to 5: C -0.25; O -0.54; C 0.08; C -0.44; C -0.28